Entry 1:
Computed, not measured: a molecular structure, C22H73Cd2N5O14, with ωB97M-V/def2-TZVPD.

```
116
Properties=species:S:1:pos:R:3:forces:R:3
C 0.598168 6.594809 0.624882 -0.721 -0.289 -0.673
O -2.994438 -2.815303 -1.972958 -0.632 -0.183 0.743
O -2.078156 0.107211 2.078098 -1.740 -0.030 -2.068
O -0.132678 -3.320273 -0.523478 0.535 -0.193 0.224
H 0.346244 7.093689 -0.310934 -0.102 -0.786 -0.661
O -0.430295 1.522468 4.652908 0.646 0.817 0.068
H 1.149576 3.157082 -0.220155 -0.393 -0.310 0.439
H -2.457321 4.352986 2.668087 -0.052 0.465 -0.101
O -2.263193 3.581650 2.135560 -0.681 -0.609 0.400
C -0.327048 -3.312769 6.309482 0.290 0.299 0.182
Cd -2.015642 0.066584 4.164294 0.591 -1.900 -1.459
H 4.978219 -3.214950 1.259452 0.356 0.166 -0.052
H 0.485736 5.483724 2.738477 -0.141 0.184 0.102
C 4.785313 -3.221494 2.332227 0.206 -1.107 -0.594
H 1.865851 1.819049 -2.684335 -0.146 0.231 -0.061
H 0.699444 0.502237 -2.801546 0.081 -0.385 0.071
C -0.732922 -0.104424 -0.101808 -0.678 -0.545 -1.143
H -0.255971 -0.820805 7.112458 0.005 0.792 -0.005
H -0.272018 -2.414288 -0.799157 -0.164 -0.305 -0.247
O -2.074332 0.047083 6.292628 -0.462 -0.504 2.477
H 1.625269 6.928404 0.772847 -0.061 -0.402 0.614
H 0.031341 -3.924719 5.481730 -0.540 -0.324 0.162
H -0.602202 2.459833 4.742511 0.184 0.510 -0.202
H 2.967676 0.901706 0.544811 0.712 1.076 -0.863
C -0.090262 2.091165 -6.540165 0.076 0.902 -0.929
H 3.248994 4.015860 -2.018790 -0.302 0.206 0.017
H -2.634490 -1.992447 -1.641929 0.337 0.415 -0.053
H -0.271242 0.870943 1.820759 0.453 0.145 -0.418
H -1.394687 1.815909 -3.518579 0.433 0.235 -0.383
H -1.443540 0.830952 -7.618664 -0.364 0.211 -0.108
O 2.484010 4.693595 -0.139702 -0.261 -0.051 -0.325
H 0.565803 -3.751808 -3.054339 -0.447 0.063 0.484
H -0.752147 -3.864313 7.148046 -0.527 -0.366 -0.503
H 4.282908 -1.015765 0.946490 0.009 0.060 -0.300
H 0.684411 4.527278 -1.211575 0.284 -0.005 -0.435
H 1.011662 -3.152781 -4.555270 -0.237 0.546 -0.564
H -1.604945 -4.915894 -3.665772 0.059 0.003 0.384
H 1.634477 2.194631 -7.147714 1.271 0.464 -1.043
H 4.990782 -0.313706 2.441302 0.644 -0.581 -0.173
C 3.428804 4.020060 -0.943735 0.876 0.056 0.805
H -0.010471 -4.583104 3.139318 -0.166 -0.337 -0.005
H -2.661921 -2.879770 -2.868222 0.335 0.057 -0.331
H 1.436993 3.193429 -5.996167 0.109 0.693 0.287
C 0.343635 5.025510 0.777651 0.054 2.143 -0.868
H -2.241769 -2.532707 5.576492 -0.017 -0.145 0.184
H -0.724033 4.879786 0.613489 0.013 -0.160 -0.231
C -1.293899 -1.044459 6.865923 -0.820 -0.653 -1.030
C -3.052702 -4.040244 -5.090092 0.691 0.271 0.214
H 5.700572 -3.089802 2.909339 0.086 0.202 -0.261
O -2.219527 1.612084 -3.077755 -0.352 0.218 0.061
O -1.082879 -2.968691 -4.142296 1.480 0.850 0.705
H 1.812854 -1.873675 2.825484 -0.180 0.359 -0.372
H -0.337343 -0.858723 2.018497 0.396 -0.446 -0.709
H -1.616525 1.734418 7.275671 0.514 -0.150 0.910
H 4.463641 -4.246769 2.515137 -0.299 0.080 0.309
O 3.063653 0.070032 2.254097 -0.813 0.493 1.174
Cd -3.596477 0.139581 0.427135 1.702 -0.121 -0.275
H 3.742833 -2.126385 3.775238 -0.079 0.351 0.058
H 4.376538 4.507071 -0.714119 -0.010 0.234 -0.417
H 0.442133 1.401577 5.027711 0.465 -0.121 0.077
H -2.871135 2.441667 4.490075 0.110 0.474 -0.245
H 0.106534 0.813569 -8.316771 0.597 0.024 0.311
H 4.066006 1.860203 1.714415 0.234 -0.236 -0.271
H -0.253250 -0.958415 -0.580051 0.952 0.101 1.354
O 0.677228 1.831442 -4.385339 0.719 -1.754 0.521
H -0.832652 2.214813 -8.590847 -0.233 0.157 0.339
H -0.929149 -3.550807 -0.045245 -0.333 -0.185 0.000
H -2.465620 -2.096290 -5.484719 -0.094 -0.074 0.395
H -0.736998 2.842661 -6.087300 -1.041 -0.892 0.295
C -1.598142 -4.214069 -4.499745 -1.214 -1.496 -0.494
C -0.799590 -0.023879 1.491764 0.135 0.176 -0.115
C 3.769352 -2.195176 2.687741 -0.431 1.333 -0.196
C -0.593830 1.483796 -7.818399 -0.890 -0.617 -0.446
O -3.289163 1.598681 4.314458 -2.164 2.312 0.454
C 3.145959 1.301396 1.543094 -0.389 -1.250 -0.759
H 2.233710 0.495499 -3.751807 -0.177 -0.155 -0.328
C 0.391607 1.041828 -5.588667 -0.544 0.684 1.278
H 3.603162 3.006574 -0.582459 -0.409 -0.435 -0.145
H -4.570697 -5.104777 -6.251748 0.075 0.980 -0.544
H -0.354028 0.256530 -5.464441 -0.281 -0.021 0.686
H -0.129479 7.104510 1.256415 0.356 -0.023 0.696
N -3.019058 -2.834411 -5.895800 -0.386 0.025 -1.420
H 0.602207 -2.990718 6.779435 0.138 0.807 -0.207
H 0.835483 -3.562894 2.407583 1.123 0.263 -0.557
H -2.586118 0.546080 8.256548 -0.235 0.340 -0.121
H -1.307811 3.562946 2.079576 0.818 0.146 -0.028
N 1.023154 2.954844 -6.886070 1.105 -0.628 -0.107
H -3.817395 -3.789440 -4.354947 0.210 -0.579 0.624
N 2.378010 -2.445274 2.213957 1.018 -0.863 0.363
H -3.219375 1.756034 7.008377 -0.840 -1.114 -0.289
N 0.671418 4.684719 2.149216 0.192 -0.971 0.262
C 4.135400 -0.834678 2.011173 -0.033 0.463 1.534
H -1.982802 0.965804 -2.412545 0.016 -0.430 0.326
H -1.805832 -1.352994 7.777426 0.100 -0.300 -0.072
H 2.313331 1.982110 1.720460 -0.198 -0.317 0.668
H -2.909525 -5.369486 -6.829304 -0.004 -0.158 0.061
C -3.533879 -5.242479 -5.944907 -0.708 0.406 0.332
O 0.013175 -3.659823 2.887837 -1.073 -0.290 0.371
C 0.320501 -2.940431 -3.739606 -0.890 -1.002 -0.125
H -2.518640 -3.064852 -6.742302 -0.021 0.118 -0.495
N -0.768706 -1.596675 4.496319 -0.315 -0.553 0.782
H 0.516490 -1.981932 -3.259027 -0.066 -0.019 -0.249
H -0.783511 -2.330425 3.802417 0.148 -0.593 -0.472
H -4.219986 1.805326 4.230178 -0.475 -0.080 -0.078
H 2.401444 -2.005836 1.304870 -0.871 -0.105 -0.330
C -1.237114 -2.174291 5.800772 1.235 0.227 0.761
H -3.764546 -6.195736 -5.469320 1.233 -0.125 0.659
C 1.412722 1.101061 -3.367898 -0.726 0.809 -0.490
H 1.680031 4.637510 2.125540 0.439 -0.246 0.414
O -1.958227 -0.241642 -0.850123 -0.919 0.814 1.466
H -1.017488 -4.696096 -5.286249 0.329 0.118 -0.259
C -2.452474 1.035107 7.291622 1.558 0.680 -0.508
C 1.148427 4.246109 -0.266206 0.036 0.812 0.240
H 1.291168 0.529694 -5.930178 0.298 0.206 -0.174
H 0.166433 -1.219929 4.435649 0.515 -0.290 0.709
H -0.159198 0.730610 -0.503872 -0.239 0.538 0.327
```
Positions in Å, forces in eV/Å.

highest occupied orbital energy	-11.9	eV
Kohn-Sham gap	3.81	eV
total energy	-2543.8310	hartree
lowest unoccupied orbital energy	-8.07	eV
net charge	+2



Entry 2:
Computed, not measured: 15 unconnected molecules or ions with the total composition C22H74N4O15, with ωB97M-V/def2-TZVPD.

```
115
Properties=species:S:1:pos:R:3:forces:R:3
H -0.433552 -4.380448 1.714100 0.116 -0.070 0.954
H -0.536183 2.974668 -3.330440 -0.202 -0.137 -0.041
H 5.653576 1.957170 -1.665100 0.378 -0.153 -0.443
O -5.308582 1.707067 2.075531 -0.161 0.049 -3.209
H 0.914290 -6.217661 1.272737 -0.368 -0.005 -0.261
H 0.705813 4.149698 4.237328 -0.357 -0.391 -0.613
C -0.167843 -4.683324 -1.270965 0.255 1.577 -1.853
N -0.020800 -1.292427 0.717456 -1.849 -2.368 0.848
H -4.749267 3.188439 0.015977 1.491 -1.064 -0.492
H -2.810357 0.935099 -2.774868 1.396 -0.786 -0.362
O -3.717380 1.359589 -0.318085 -4.161 -0.746 -0.372
H -4.050320 -0.287083 3.142001 0.553 0.428 0.244
H -0.892237 -1.862882 0.797693 0.576 1.125 -0.208
C -3.704509 2.713316 -0.102471 0.240 2.637 -0.481
C -0.546819 2.407264 3.535332 1.424 -0.423 1.317
H 3.049515 1.715932 1.265344 -0.699 -0.380 0.582
H 4.539121 -2.768621 0.156927 -0.623 -0.306 0.414
H 0.879463 4.087346 -1.965778 -0.074 0.104 0.456
H 4.154760 -1.292685 -0.300912 0.486 1.928 -1.308
H 0.611656 -0.831875 -1.501040 0.597 -0.302 -0.174
H -1.328711 -2.696134 -4.690698 0.414 -0.631 -1.200
O -1.114309 0.785404 0.333394 5.569 -3.257 0.610
H -4.001500 2.073240 -4.094309 1.394 1.638 1.498
H 0.306025 -4.815483 3.384787 -0.181 0.116 -1.131
H 1.753097 0.203868 4.447144 -0.796 -0.664 -0.969
H 1.705725 0.284866 2.604392 0.231 -0.656 1.082
H 2.006969 -6.356759 3.028519 -0.254 -0.971 1.195
H -3.058440 -2.698283 -3.517427 -0.159 -0.425 0.064
C -3.404520 0.619299 3.163329 -1.651 0.371 -0.479
H 1.901169 -4.954041 0.717971 0.681 1.160 -1.352
H 0.796225 3.488990 2.454180 0.778 0.634 1.544
H 3.499179 2.914278 -3.254155 -0.623 -0.432 -0.532
H 2.733658 -1.592482 -4.738681 -1.040 -0.413 1.034
C 0.738951 3.271814 3.566349 -0.096 -1.019 -2.291
H -0.886039 3.340110 0.856504 0.164 -0.116 0.159
H 3.653042 3.284063 0.715709 0.214 -0.946 0.267
C 3.635522 -2.167700 -0.104107 5.047 -1.777 -1.550
H 2.028379 -0.299960 0.162236 -0.942 0.937 -0.137
H 0.219857 -1.145150 2.434905 -0.568 -0.238 -0.821
C -2.346271 -1.892064 -3.397637 -2.236 1.836 0.535
H 3.322544 -2.641555 -0.999927 -1.256 -0.172 -0.661
H -0.660463 0.821542 4.683320 -0.289 -1.131 -0.339
H -2.867407 1.053109 -0.449621 3.208 -1.028 0.011
H -5.107159 1.587599 3.898302 -0.378 0.109 1.735
O 3.056441 -0.623764 -2.359915 -5.677 -2.630 -3.059
H 4.718589 2.147534 1.567103 0.392 -0.105 0.115
H 1.643143 3.771302 0.692505 0.004 -0.558 1.066
H 1.264742 5.270473 -0.021008 0.425 0.690 -0.144
H -1.281203 2.491932 -1.814056 -0.211 0.826 2.269
N 1.912392 -1.775210 -4.123784 1.428 -1.294 -3.530
H -2.759437 -1.031096 -3.920076 -0.017 0.031 -0.561
H -3.258752 -1.394436 -1.474176 0.707 0.375 -0.614
H 2.234102 3.508858 -5.301077 0.188 -0.593 0.784
O 0.319434 -1.125970 3.377384 1.441 1.564 2.089
H 2.999712 -2.606732 1.568453 -0.407 -0.266 0.737
O 2.840273 -1.923415 0.926462 -2.858 -0.007 2.587
O 1.818927 2.995094 -4.584201 -0.331 0.365 -0.002
O 5.013434 2.488135 -1.209615 0.591 1.728 -0.730
O 2.475031 -5.765358 2.474632 0.650 0.957 -1.175
H -1.921604 1.194151 -4.372217 -0.540 -0.070 -0.422
C 4.197353 1.641545 -0.489863 0.771 -1.105 0.953
H 2.357361 -1.199134 3.514522 0.293 0.583 -0.216
H 2.163149 1.823111 -2.935380 -0.284 -0.185 -0.109
C 0.043419 -0.001615 0.433084 -9.561 1.227 -0.197
H -1.392116 3.073824 3.480156 -0.657 0.082 -0.187
H -3.153542 3.219029 -0.950532 -0.728 -0.111 0.998
C 2.727272 2.262796 -3.744915 0.924 1.100 -0.418
H -0.807899 5.121854 0.996304 0.531 -0.324 0.796
H 3.226034 1.497832 -4.341273 0.039 -0.177 0.250
H 0.821861 -1.809742 0.584941 0.541 -0.406 0.029
C 3.907802 2.195637 0.857723 -0.214 2.084 -0.082
C -2.254603 -1.488381 -1.955844 -1.586 -1.867 0.219
C 0.947978 4.246391 0.048369 -1.591 0.936 -1.853
C 1.944081 -1.249232 -2.906280 5.870 2.581 1.626
H -2.811931 0.659332 4.076884 0.127 -0.070 -0.199
H -4.036790 2.766895 3.306780 0.753 0.948 -0.269
H -2.311810 -1.947314 2.927127 -0.208 -1.018 -0.899
H -0.323921 1.327767 -2.693042 -0.225 0.582 0.096
H 1.257122 -2.539894 -4.462257 1.127 1.820 1.119
H -1.652410 -0.645038 -1.768643 0.557 1.040 0.295
C -0.525413 4.252208 0.387605 -1.918 0.814 0.895
H -0.596593 -4.571747 -2.319234 -0.964 0.395 1.631
H 1.601222 2.639861 3.890398 -0.638 0.463 -0.451
C 0.482956 -4.415184 2.349626 -1.501 -2.148 -0.849
O -0.497370 1.743226 4.770942 -0.488 0.595 2.021
O -3.309441 2.568613 -3.526796 -2.048 0.229 -2.761
C -1.033342 2.182792 -2.762201 0.494 -1.216 -1.923
H -2.937440 -2.990826 0.424314 -1.797 -1.073 -2.155
H 1.295213 -3.309131 -1.463845 -0.639 0.259 0.000
C -2.266185 1.639918 -3.438981 -0.117 -0.991 1.428
O -1.104943 -2.236432 -3.901059 0.585 -0.316 -0.259
H 4.773297 0.728117 -0.390754 -0.409 -0.717 0.161
C -4.430158 1.794986 3.113863 0.550 -1.953 1.485
H -1.328753 4.469374 -0.372603 1.611 -0.532 -0.482
C 1.437211 -5.312530 1.578053 -0.203 -1.315 2.473
H 0.747656 -3.430064 2.481756 1.129 2.257 0.260
H 1.233526 1.274752 -0.303896 0.690 -0.497 0.185
H -4.803448 1.663353 1.223206 -0.847 -0.356 1.166
H -0.553879 -4.093693 -0.396665 -0.434 -0.710 -1.151
H -2.710292 -3.774020 2.759472 0.128 1.806 -1.151
H -3.853649 -2.440672 2.211951 0.205 -0.204 0.300
C -2.789036 -2.718698 2.250476 -0.780 -0.304 2.963
H -0.233203 -5.750124 -1.138152 0.490 -0.370 0.688
C 1.611856 -0.392784 3.500750 -0.591 -0.467 -0.089
O 1.111414 3.579434 -1.177715 1.024 -1.023 -0.979
H -0.637790 1.567394 2.828242 0.417 1.074 -0.803
O 1.164686 -4.257755 -1.532188 1.206 -1.330 0.559
O -2.292874 -2.620867 0.953908 1.896 0.335 1.214
N 1.197621 0.319936 0.080524 5.034 4.181 -1.813
H -1.849259 -2.379691 -1.526029 0.704 -0.361 0.979
H -2.839094 0.601405 2.238862 0.627 0.017 0.008
H -3.184419 2.863259 0.847082 0.174 0.711 0.004
H 3.283522 1.439643 -0.992465 -0.709 -0.228 -0.743
H -0.019183 -1.784247 -2.703570 0.844 -0.107 -0.510
N 0.836082 -1.474115 -2.254396 -2.236 0.707 3.067
```
Positions in Å, forces in eV/Å.

energy relative to the best compared isomer or geometry (same formula, charge and spin)	387.7	kJ/mol
highest occupied orbital energy	-9.3	eV
Kohn-Sham gap	9.25	eV
total energy	-2229.9058	hartree
lowest unoccupied orbital energy	-0.08	eV
net charge	0



Q: Which value of lowest unoccupied orbital energy does entry 1 give?
A: -8.07 eV



Q: Number 2 is which compound?
A: C22H74N4O15



Q: Look up the lowest unoccupied orbital energy of the second one.
A: -0.08 eV



Q: Which of these has the lowest highest occupied orbital energy?
A: C22H73Cd2N5O14